[1]
Below is C39H56BFN7OSTa as an isolated structure, with properties calculated with ωB97M-V/def2-TZVPD.

Last column: Mulliken charge in e.
Geometry (Å):
Ta: -0.31 0.05 0.21  0.136
S: 2.45 0.04 -0.08  -0.191
F: 2.76 6.15 1.81  -0.342
O: 0.38 -1.70 0.80  0.105
N: -1.50 2.17 -1.50  1.045
N: -2.33 -0.63 -0.69  0.541
N: 0.08 -0.61 -2.06  -0.172
N: -0.42 0.31 -2.94  1.179
N: -1.65 1.86 -0.15  0.259
N: -2.65 -0.04 -1.89  0.936
N: 1.60 -2.15 1.12  0.409
C: 0.61 -3.62 -1.76  -1.210
C: -0.53 0.13 -6.54  -1.618
C: -2.13 2.96 0.46  -0.766
C: -2.77 3.08 1.82  0.626
C: -4.56 -0.13 -3.59  -0.095
C: -1.58 4.28 -2.94  0.184
C: -3.73 -0.32 -4.86  -1.196
C: 0.98 -1.35 -2.72  -0.606
C: 2.67 -1.41 0.76  0.731
C: 3.93 -1.94 1.12  -0.934
C: 1.66 -3.34 1.77  -0.512
C: 0.18 0.16 -4.14  -0.392
C: -2.20 3.99 -0.48  -1.502
C: 1.09 -0.87 -4.03  -0.650
C: 2.13 4.28 3.09  -0.960
C: -5.15 1.28 -3.50  -1.498
C: 1.57 3.01 3.14  -0.264
C: -2.27 -2.85 1.50  -1.371
C: 2.22 4.92 1.87  0.310
C: -2.30 2.16 2.91  -0.884
C: -1.81 3.47 -1.68  0.354
C: 1.11 2.37 1.99  0.346
C: -4.30 -1.41 -1.38  -0.977
C: 1.76 4.33 0.71  -1.087
C: 1.21 3.06 0.78  1.212
C: -3.34 -1.45 -0.37  -0.299
C: 2.86 -3.86 2.12  -0.798
C: -4.24 -1.36 1.95  -1.180
C: 1.65 -2.55 -2.13  2.340
C: 2.71 -3.12 -3.07  -2.059
C: -0.15 4.08 -3.44  -0.881
C: -4.29 2.90 1.59  -1.605
C: 4.02 -3.14 1.79  -0.361
C: 1.20 1.76 -5.75  -1.626
C: -3.53 -2.24 0.91  -0.063
C: -2.62 4.08 -4.06  -1.553
C: 0.56 0.95 2.10  -2.090
C: -0.08 1.00 -5.36  1.853
C: -3.84 -0.51 -2.32  0.065
B: -1.71 1.02 -2.54  1.148
H: 1.08 -4.46 -1.25  0.343
H: -5.23 -1.06 1.61  0.382
H: 2.26 -3.49 -4.00  0.387
H: -2.24 1.49 -3.50  -1.233
H: -4.39 -0.26 -5.74  0.485
H: -0.86 1.73 -5.14  -0.812
H: 1.51 2.50 4.09  0.461
H: -5.23 -1.96 -1.42  0.567
H: 2.16 -2.24 -1.23  -0.914
H: -3.25 -1.31 -4.87  0.384
H: -0.17 -3.20 -1.11  -0.037
H: 1.97 1.06 -6.09  0.381
H: 3.46 -2.37 -3.32  0.418
H: 1.39 0.29 2.34  0.920
H: 0.99 2.45 -6.57  0.421
H: -4.20 -3.05 0.64  0.577
H: -1.41 -0.46 -6.30  0.237
H: -2.53 5.01 -0.29  0.651
H: 2.90 -4.80 2.64  0.470
H: -0.77 0.76 -7.41  0.441
H: -2.49 4.88 -4.80  0.526
H: 0.27 -0.56 -6.83  0.396
H: -1.66 -3.34 0.73  0.168
H: -5.39 -0.83 -3.63  0.559
H: -3.00 2.21 3.76  0.587
H: 5.00 -3.53 2.05  0.433
H: 2.50 4.78 3.98  0.451
H: -4.35 -1.91 2.89  0.456
H: -5.80 1.38 -2.63  0.400
H: -5.75 1.49 -4.39  0.429
H: 0.01 4.62 -4.38  0.404
H: -1.66 -2.10 2.01  0.142
H: 3.22 -3.96 -2.59  0.451
H: -2.55 -3.60 2.24  0.564
H: -4.67 3.63 0.87  0.409
H: -2.60 4.11 2.14  0.583
H: -3.63 4.14 -3.67  0.372
H: 1.72 -1.26 -4.82  0.683
H: -1.32 2.45 3.27  0.128
H: 4.81 -1.38 0.84  0.511
H: -2.27 1.12 2.58  -0.321
H: -3.65 -0.46 2.16  0.039
H: 0.86 2.61 -0.14  -0.046
H: 0.07 3.02 -3.60  -0.168
H: -4.82 3.02 2.53  0.499
H: 0.70 -3.81 1.95  0.467
H: 1.85 4.87 -0.23  0.543
H: 0.12 -4.00 -2.66  0.434
H: 0.57 4.46 -2.71  0.302
H: -0.10 0.89 2.96  0.745
H: 1.61 2.33 -4.91  0.325
H: -1.68 5.31 -2.61  0.586
H: -2.97 0.44 -4.96  -0.150
H: -2.50 3.13 -4.58  0.139
H: -4.36 2.04 -3.43  0.102
H: -4.49 1.89 1.20  0.278

Properties
E_HOMO (spin up / spin down), eV: -10.4452 / -10.8015
LUMO (spin up / spin down), eV: -3.242 / -3.073
Frontier orbital gap (spin up / spin down), eV: 7.2 / 7.7
ΔE to the lowest compared entry with this formula, charge and spin, kcal per mole: 10.7
2S+1: 2
Charge: +1

[2]
Below is a 2-piece molecular cluster, C6H6 overall, with properties calculated with ωB97M-V/def2-TZVPD.

Last column: Mulliken charge in e.
Geometry (Å):
C: -0.19 1.77 -0.03  -0.764
C: 1.11 -0.46 -0.46  -0.052
C: 1.63 -0.04 -1.48  -0.040
C: -1.83 -2.05 0.77  0.340
C: -0.83 -1.37 0.73  -0.343
C: 0.32 -0.53 0.70  -1.121
H: 0.85 -0.41 1.65  0.338
H: 2.22 0.08 -2.36  0.399
H: -2.72 -2.64 0.80  0.399
H: -0.68 1.13 -0.74  0.298
H: 0.85 1.82 0.25  0.282
H: -0.74 2.70 0.18  0.265

Properties
E_HOMO (spin up / spin down), eV: -8.6780 / -8.2510
LUMO (spin up / spin down), eV: -0.835 / 0.064
Frontier orbital gap (spin up / spin down), eV: 7.8 / 8.3
ΔE to the lowest compared entry with this formula, charge and spin, kcal per mole: 169.6

[3]
Below is the molecule C10H9NO, with properties calculated with ωB97M-V/def2-TZVPD.

Last column: Mulliken charge in e.
Geometry (Å):
O: 3.97 -0.11 0.56  -0.465
N: 2.98 -0.81 -0.20  -0.388
C: 0.74 -1.06 -0.32  -0.700
C: -0.68 0.87 -0.26  0.595
C: -0.60 -0.61 -0.22  0.976
C: -3.02 0.41 0.15  -0.530
C: -2.87 -1.04 0.15  -0.081
C: -2.01 1.26 0.00  -0.299
C: 0.35 1.78 -0.13  -0.487
C: -1.71 -1.56 -0.15  -1.107
C: 1.70 -0.12 -0.41  0.034
C: 1.65 1.28 -0.14  -0.238
H: -3.74 -1.67 0.54  0.277
H: 2.72 -1.53 0.59  0.340
H: 0.25 2.93 -0.13  0.263
H: -3.94 0.69 0.78  0.219
H: 4.88 -0.24 -0.09  0.373
H: 2.66 1.94 -0.30  0.249
H: 0.90 -2.10 -0.37  0.529
H: -2.70 2.28 0.09  0.091
H: -1.53 -2.61 -0.14  0.351

Properties
E_HOMO, eV: -7.9979
LUMO, eV: 0.633
Frontier orbital gap, eV: 8.6
ΔE to the lowest compared entry with this formula, charge and spin, kcal per mole: 125.0
SMILES string: ONc1ccc2ccccc2c1

[4]
Below is C29H24ClN6O4Ti as an isolated structure, with properties calculated with ωB97M-V/def2-TZVPD.

Last column: Mulliken charge in e.
Geometry (Å):
Ti: -0.61 -0.46 -0.27  -0.225
Cl: -7.83 -1.18 0.67  -0.280
O: -2.36 2.71 0.84  -0.750
O: -1.72 0.48 -1.60  0.070
O: 0.56 -1.43 -1.57  -0.583
O: -1.49 0.72 1.39  -0.333
N: -2.09 -1.82 0.00  0.693
N: 2.78 0.57 2.48  -0.685
N: 0.63 0.75 3.01  0.170
N: 0.96 3.06 0.83  0.101
N: 1.17 1.21 -0.34  -0.212
N: 0.25 -1.84 1.14  1.061
C: -3.52 -1.14 -1.88  1.189
C: 3.98 -2.32 -2.28  -0.393
C: -3.18 -1.97 -0.78  -0.967
C: -3.22 0.76 -3.38  -0.836
C: -3.84 0.88 1.06  0.575
C: 1.60 1.02 2.10  0.217
C: 1.22 0.01 4.00  -0.405
C: 1.33 -2.52 0.99  -0.496
C: -4.68 -1.45 -2.63  -0.758
C: 0.77 2.23 -1.17  -0.381
C: -4.35 0.40 -4.10  -0.443
C: -4.14 -0.22 1.85  0.165
C: -1.95 -2.75 1.10  -0.935
C: -4.78 1.34 0.15  -0.625
C: -6.01 0.71 0.02  -0.705
C: -5.38 -0.85 1.75  -0.756
C: -2.48 1.52 1.09  -0.081
C: 1.28 1.74 0.87  0.191
C: -0.80 -2.29 2.01  -0.998
C: 1.77 -1.85 -1.37  0.517
C: 3.54 -2.86 0.00  -0.658
C: 2.70 -1.86 -2.44  -0.723
C: -6.29 -0.37 0.83  0.456
C: -2.78 0.03 -2.27  0.104
C: 0.63 3.38 -0.46  -0.734
C: 2.54 -0.07 3.66  -0.575
C: -5.09 -0.71 -3.71  -0.762
C: 4.43 -2.83 -1.05  -0.741
C: 2.23 -2.37 -0.12  0.755
H: 2.35 -1.48 -3.39  0.440
H: -4.66 1.00 -4.95  0.392
H: -5.99 -1.00 -4.25  0.360
H: 0.87 3.65 1.64  0.258
H: 1.57 -3.29 1.73  0.191
H: -6.73 1.04 -0.72  0.419
H: 4.66 -2.30 -3.12  0.370
H: -5.62 -1.71 2.37  0.427
H: 0.28 4.36 -0.73  0.408
H: -2.64 1.63 -3.65  0.313
H: -2.88 -2.82 1.70  0.440
H: 3.85 -3.26 0.96  0.351
H: -3.39 -0.61 2.53  0.361
H: 3.34 -0.55 4.21  0.444
H: -1.13 -1.46 2.63  0.024
H: -0.36 0.85 2.75  0.316
H: 0.67 -0.36 4.84  0.450
H: -4.52 2.18 -0.48  0.411
H: -1.73 -3.77 0.74  0.519
H: -5.25 -2.32 -2.32  0.375
H: 0.55 2.05 -2.21  0.427
H: -3.88 -2.76 -0.54  0.146
H: -0.46 -3.11 2.66  0.561
H: 5.44 -3.19 -0.94  0.375

Properties
E_HOMO (spin up / spin down), eV: -1.9114 / -4.6043
LUMO (spin up / spin down), eV: 2.650 / 2.633
Frontier orbital gap (spin up / spin down), eV: 4.6 / 7.2
ΔE to the lowest compared entry with this formula, charge and spin, kcal per mole: 1.3
2S+1: 3
Charge: -1

[5]
Below is an isolated ion of composition C2H8N3 and charge +1, with properties calculated with ωB97M-V/def2-TZVPD.

Last column: Mulliken charge in e.
Geometry (Å):
N: 0.44 -1.10 -0.73  0.188
N: -0.67 0.82 0.10  -0.156
N: 0.72 -2.30 -0.85  -0.590
C: -0.68 -0.64 -0.01  -0.554
C: 0.63 1.26 0.46  -0.831
H: -1.45 0.91 0.76  0.376
H: 0.94 0.50 1.27  0.333
H: 1.38 1.31 -0.21  0.375
H: 0.71 2.22 1.02  0.351
H: -1.07 1.43 -0.77  0.422
H: -1.68 -0.95 -0.50  0.371
H: 1.52 -2.38 -1.54  0.293
H: -0.79 -1.08 1.01  0.423

Properties
E_HOMO, eV: -13.7659
LUMO, eV: -3.971
Frontier orbital gap, eV: 9.8
ΔE to the lowest compared entry with this formula, charge and spin, kcal per mole: 100.9
Charge: +1
SMILES string: [H]/N=N/C[NH2+]C

[6]
Below is C25H40BCeO4 as an isolated structure, with properties calculated with ωB97M-V/def2-TZVPD.

Last column: Mulliken charge in e.
Geometry (Å):
Ce: 0.16 0.12 -0.26  0.506
O: 0.60 0.84 -2.70  -0.243
O: 0.49 0.32 -7.35  -0.429
O: 0.53 0.74 3.54  -0.573
O: 2.48 1.49 2.55  -0.886
C: -0.04 -0.14 -3.58  -0.193
C: 0.72 2.70 4.95  -2.029
C: 2.16 -1.42 -0.72  -0.910
C: 0.36 -0.30 -8.67  1.548
C: 0.34 -2.31 0.41  -0.935
C: 3.59 2.64 4.34  -1.847
C: 0.17 1.05 -9.40  -0.781
C: 0.97 -2.21 -0.87  -0.363
C: -0.43 0.65 -4.81  -0.162
C: 1.11 -1.55 1.35  -0.320
C: 1.31 1.33 4.60  1.593
C: 0.42 1.93 -4.77  -0.616
C: 1.15 0.43 5.81  -1.872
C: -1.79 1.03 1.40  -0.327
C: -2.30 -0.68 -0.08  -0.754
C: 0.33 1.61 -8.00  -0.496
C: 2.75 1.43 3.97  1.615
C: -2.44 0.57 -0.77  -0.316
C: -1.91 -0.39 1.27  -0.575
C: -0.86 -1.19 -8.80  -1.820
C: 2.25 -1.01 0.65  -0.204
C: 3.60 0.19 4.23  -1.951
C: 0.68 2.19 -3.29  -0.540
C: -2.13 1.62 0.15  -0.872
C: 1.58 -1.07 -9.10  -1.689
B: 1.25 0.89 2.37  0.964
H: 1.22 2.22 -7.84  0.312
H: -2.22 2.69 -0.06  0.473
H: 0.90 -1.53 2.41  0.551
H: -2.80 0.69 -1.79  0.582
H: 1.49 -0.59 5.60  0.331
H: -1.77 -0.65 -8.52  0.374
H: 0.80 3.42 4.12  0.328
H: 3.87 2.59 5.40  0.347
H: 3.08 -0.46 1.08  0.491
H: -0.34 2.59 5.21  0.476
H: 1.72 0.83 6.66  0.364
H: 2.90 -1.23 -1.50  0.479
H: 1.46 -1.42 -10.14  0.398
H: -1.50 0.88 -4.78  0.298
H: 3.90 0.13 5.29  0.387
H: 0.96 1.33 -10.09  0.322
H: 1.39 1.76 -5.26  0.157
H: -0.75 -2.09 -8.19  0.386
H: 4.51 2.63 3.75  0.464
H: 3.09 -0.75 3.96  0.262
H: -0.56 -2.88 0.64  0.556
H: 3.08 3.59 4.17  0.339
H: -0.09 2.82 -2.81  0.267
H: -2.50 -1.67 -0.50  0.489
H: -1.58 1.56 2.33  0.557
H: -0.04 2.78 -5.29  0.412
H: 1.72 -1.96 -8.47  0.380
H: -1.79 -1.11 2.07  0.579
H: 4.52 0.27 3.64  0.495
H: 1.70 2.55 -3.09  0.315
H: -0.83 1.18 -9.81  0.293
H: 0.09 0.39 6.10  0.448
H: 1.23 3.11 5.83  0.378
H: -0.92 -0.59 -3.09  0.272
H: 2.49 -0.45 -9.08  0.381
H: 0.63 -2.68 -1.80  0.516
H: -0.24 0.05 -5.70  0.102
H: -0.96 -1.50 -9.86  0.445
H: 0.71 -0.93 -3.80  0.234
H: -0.56 2.13 -7.61  0.242

Properties
E_HOMO (spin up / spin down), eV: -5.6243 / -5.6008
LUMO (spin up / spin down), eV: 0.261 / 0.261
Frontier orbital gap (spin up / spin down), eV: 5.9 / 5.9
2S+1: 2

[7]
Below is C39H36BrFN5O6RuS2 as an isolated structure, with properties calculated with ωB97M-V/def2-TZVPD.

Last column: Mulliken charge in e.
Geometry (Å):
Ru: -1.00 0.09 2.59  0.970
Br: -6.14 -2.14 0.17  -0.188
S: -2.06 -1.93 3.37  -0.401
S: -1.90 -4.18 1.24  -0.174
F: 4.31 1.31 -1.66  -0.488
O: -1.41 1.99 -0.65  -0.447
O: 0.11 -0.62 1.04  1.025
O: -0.62 3.42 4.73  -0.606
O: -2.26 1.25 1.26  -1.176
O: -0.48 1.33 4.13  -0.800
O: 2.38 1.57 2.84  -0.649
N: 2.54 2.73 -3.45  0.554
N: 0.16 -3.12 2.45  -0.393
N: 0.77 -2.36 3.38  -0.369
N: 0.13 4.11 0.56  0.393
N: 2.18 3.48 -5.74  -0.151
C: 3.18 1.91 -1.19  0.699
C: 2.58 -0.95 4.10  -1.580
C: 1.17 3.46 0.02  -0.122
C: 2.68 -1.54 -1.19  -0.594
C: -2.62 -7.28 4.72  -0.698
C: 3.46 -1.95 1.10  -0.608
C: 3.88 2.78 -4.04  -0.683
C: 1.73 1.73 -4.09  -0.069
C: -3.81 -7.11 2.24  -0.522
C: -1.12 -3.12 2.42  0.483
C: 2.43 2.73 -2.04  -1.861
C: -3.34 -5.94 2.85  0.766
C: 1.82 1.96 -5.59  -0.743
C: 1.51 3.59 -1.39  -0.449
C: 2.86 1.74 0.12  -0.430
C: -3.49 -4.67 2.08  -0.871
C: 3.72 -1.88 -0.27  -0.783
C: 1.67 2.32 2.16  0.406
C: 1.78 -1.69 3.02  0.320
C: 1.85 2.41 0.71  1.245
C: 0.48 2.98 2.65  -0.488
C: 2.24 -1.50 1.59  0.818
C: -2.64 -6.05 4.01  -0.204
C: -2.16 1.27 -0.04  0.549
C: 1.24 -1.11 0.67  -0.123
C: -0.21 3.77 1.84  -0.051
C: -3.04 0.40 -0.81  0.368
C: 1.46 -1.21 -0.72  -0.745
C: -4.82 -1.28 -0.86  -0.162
C: -3.11 0.53 -2.21  -0.455
C: -3.65 -8.34 2.85  -0.519
C: -3.88 -0.52 -0.15  -0.068
C: -3.82 -0.47 -2.91  -0.548
C: -4.73 -1.33 -2.25  -0.298
C: 3.57 3.73 -5.38  -0.915
C: -0.28 2.62 3.92  0.260
C: -3.08 -8.45 4.09  -0.275
C: -0.78 5.05 -0.22  -0.727
C: -0.24 6.42 -0.54  -1.270
H: 4.20 1.80 -4.36  0.363
H: -0.18 7.12 0.33  0.316
H: 2.64 1.37 -6.02  0.323
H: -4.32 -7.04 1.31  0.354
H: 1.02 4.33 -1.98  0.617
H: 2.05 3.79 -6.81  0.378
H: -2.15 -5.22 4.52  0.375
H: -1.20 4.54 -1.08  0.368
H: -3.89 -0.50 0.96  0.434
H: 3.75 4.80 -5.13  0.364
H: 0.75 6.42 -0.99  0.248
H: -4.15 -9.25 2.46  0.276
H: 2.22 0.74 -3.86  0.142
H: -4.23 -4.80 1.27  0.380
H: 3.43 -0.39 3.81  0.393
H: -5.34 -2.09 -2.77  0.349
H: 4.51 3.23 -3.31  0.539
H: 1.86 -0.37 4.66  0.281
H: -2.10 -7.40 5.66  0.361
H: -2.94 -9.46 4.62  0.268
H: -3.81 -0.52 -4.04  0.291
H: 3.62 1.15 0.62  0.535
H: -1.18 4.18 2.13  0.378
H: 0.86 1.81 -6.11  0.391
H: 1.61 4.07 -5.13  0.392
H: -2.50 1.29 -2.70  0.393
H: -1.64 5.18 0.43  0.597
H: 0.68 -1.12 -1.52  0.335
H: 4.28 3.49 -6.15  0.426
H: 4.34 -2.21 1.63  0.476
H: 4.77 -2.17 -0.51  0.297
H: -0.98 6.91 -1.21  0.404
H: 2.96 -1.80 4.79  0.362
H: 2.99 -1.65 -2.17  0.657
H: -3.81 -3.91 2.78  0.407
H: 0.74 1.74 -3.66  0.370

Properties
E_HOMO (spin up / spin down), eV: -6.9853 / -7.1607
LUMO (spin up / spin down), eV: -1.726 / -1.726
Frontier orbital gap (spin up / spin down), eV: 5.3 / 5.4
2S+1: 6

[8]
Below is an isolated ion of composition C2H7N2O and charge -1, with properties calculated with ωB97M-V/def2-TZVPD.

Last column: Mulliken charge in e.
Geometry (Å):
O: 2.33 0.52 0.51  -0.779
N: 1.75 -0.03 -0.64  -0.446
N: 0.27 -0.11 -0.63  -0.110
C: -0.17 -1.40 -0.04  -0.922
C: -0.48 1.04 0.17  -0.910
H: 1.89 0.71 -1.36  0.208
H: 0.08 1.91 0.05  0.363
H: 0.08 -2.28 -0.54  0.389
H: -1.24 -1.37 -0.01  0.329
H: -1.45 1.19 -0.31  0.297
H: -0.44 0.73 1.19  0.294
H: -0.03 -1.83 1.03  0.286

Properties
E_HOMO, eV: -1.3741
LUMO, eV: 4.455
Frontier orbital gap, eV: 5.8
ΔE to the lowest compared entry with this formula, charge and spin, kcal per mole: 92.6
Charge: -1
SMILES string: CN(C)N[O-]

[9]
Below is CH2IOP as an isolated structure, with properties calculated with ωB97M-V/def2-TZVPD.

Last column: Mulliken charge in e.
Geometry (Å):
I: 0.09 0.31 -0.48  0.113
P: 3.09 -0.59 -0.02  0.300
O: 2.86 -1.75 -0.81  -0.286
C: -1.99 0.72 -0.01  -0.637
H: -2.19 -0.16 0.58  0.255
H: -1.86 1.47 0.74  0.255

Properties
E_HOMO (spin up / spin down), eV: -9.1971 / -7.5228
LUMO (spin up / spin down), eV: -1.051 / -1.547
Frontier orbital gap (spin up / spin down), eV: 8.1 / 6.0
ΔE to the lowest compared entry with this formula, charge and spin, kcal per mole: 82.2

Number 1: calculated total energy -69608.374 eV. Number 2: calculated total energy -6311.846 eV. Number 3: calculated total energy -14048.280 eV. Number 4: calculated total energy -83237.576 eV. Number 5: calculated total energy -6664.253 eV. Number 6: calculated total energy -48368.214 eV. Number 7: calculated total energy -157769.316 eV. Number 8: calculated total energy -7211.363 eV. Number 9: calculated total energy -20502.196 eV.